C64H49CdCl4N8O2S as an isolated structure. Source: the Open Molecules 2025 dataset; level of theory: wB97M-V/def2-TZVPD.

Element x y z (Å)
C  6.10  4.33  2.34
C  1.71  -2.58  -1.71
C  -1.37  -0.51  6.21
C  3.66  3.15  1.70
H  -1.33  4.96  -6.33
C  0.50  -2.75  -2.59
C  1.75  3.43  -2.06
O  2.50  -0.08  -0.73
H  1.00  -5.65  -0.54
C  4.93  4.84  2.88
C  -3.23  0.81  -1.01
H  0.23  -4.02  6.26
H  1.92  3.92  -3.01
H  -7.09  -2.89  -1.20
C  -0.43  2.29  -2.61
H  1.40  -2.11  -0.78
H  -1.64  4.33  -3.95
H  4.88  -5.05  1.70
C  -1.76  -3.01  -4.09
H  3.35  1.74  3.99
H  1.50  1.79  -6.81
C  4.94  -4.41  -0.36
H  6.02  -4.24  -0.33
H  -0.59  -5.70  2.48
C  0.33  -3.90  -3.36
C  -2.82  1.60  -3.08
C  -0.25  2.70  -4.03
C  3.72  4.25  2.56
H  -4.83  0.88  -2.59
H  4.75  -5.38  -0.80
H  -2.80  -2.49  0.80
H  4.49  -3.64  -0.99
H  -2.70  -6.89  3.03
N  0.59  1.08  2.26
C  4.10  0.26  -2.47
O  -0.44  -2.15  0.72
H  4.97  5.70  3.54
H  3.38  -6.56  1.12
C  -3.99  -4.11  1.61
H  -2.68  -3.08  -4.65
C  -1.64  1.69  -2.24
Cl  -9.58  -1.52  -0.96
H  -5.21  -0.81  2.44
C  0.38  0.40  3.42
C  -2.73  -5.92  2.55
C  -0.81  -0.26  3.76
N  0.78  -3.99  1.47
C  -3.27  -0.77  3.46
H  -1.81  0.47  6.19
C  -0.23  -2.29  5.07
C  6.07  3.23  1.49
C  -3.93  0.26  0.08
C  2.05  -3.57  1.52
H  -2.17  -1.06  -3.31
C  -7.94  -1.00  -0.66
C  -7.71  0.30  -0.22
H  6.99  2.84  1.08
C  1.79  1.70  2.36
H  -4.77  -2.13  -0.78
Cl  7.63  5.07  2.74
H  1.64  0.11  5.26
C  -0.31  -3.26  1.26
H  2.14  -3.55  -1.49
C  -0.78  4.13  -5.91
C  -2.81  -3.45  1.30
H  0.24  -2.68  4.17
N  -1.92  1.19  -1.01
C  -3.81  1.07  -2.31
H  -1.80  -0.86  8.29
H  4.81  1.79  0.52
H  1.52  -7.33  -0.36
C  2.36  2.51  1.37
H  2.80  4.64  2.97
C  -3.40  0.00  1.35
H  -4.87  -5.86  2.48
C  -1.58  -4.01  1.62
C  -1.55  -5.26  2.24
H  -0.99  -4.93  -4.71
C  0.63  2.57  -1.74
C  -3.95  -5.34  2.23
C  1.85  2.72  0.08
H  1.78  -6.14  1.76
C  -5.34  -0.16  -0.18
S  2.57  -2.11  2.18
C  -0.96  3.77  -4.58
Cl  0.32  3.85  -8.37
C  2.50  3.54  -0.93
C  0.82  2.34  -6.17
C  3.00  -0.50  -1.76
N  2.70  -1.71  -2.30
H  1.18  1.16  -4.42
Cl  -0.80  -3.45  8.85
C  0.10  3.41  -6.70
C  -0.80  -2.51  7.38
C  4.85  2.65  1.18
Cd  -0.33  0.36  0.39
C  -6.90  -1.88  -0.86
N  -2.12  0.19  1.74
C  4.37  -4.32  1.06
C  -6.41  0.71  0.01
H  5.06  -0.02  -2.03
C  -4.15  -0.58  2.45
H  4.13  0.03  -3.54
C  -0.22  -3.04  6.24
H  -4.94  -3.65  1.37
H  -2.89  1.91  -4.11
C  -0.81  -1.02  5.04
C  -1.99  -0.27  3.00
H  3.10  -1.95  -3.19
C  -1.37  -1.25  7.38
N  -0.38  -1.75  -2.60
C  -5.60  -1.45  -0.62
C  -0.82  -4.04  -4.12
C  -1.48  -1.89  -3.33
H  3.94  1.33  -2.33
H  4.56  -3.33  1.47
H  -6.22  1.72  0.36
H  2.57  -6.17  -1.20
C  1.86  -6.29  -0.37
N  0.73  2.18  -0.44
C  0.63  2.00  -4.84
H  -3.46  -1.19  4.44
C  2.38  1.39  3.65
C  1.52  0.57  4.29
C  2.50  -5.93  0.96
N  2.94  -4.54  1.11
H  3.39  4.13  -0.78
H  -8.54  0.97  -0.07
H  1.08  -4.68  -3.34

largest force on an atom: 0.4 eV Å⁻¹
spin multiplicity: 1
gap between HOMO and LUMO: 5.72 eV
total charge: -1
E: -5463.69869 Ha

Results of the Mulliken charge analysis, in e, for atoms 1 through 99: 0.404, 2.092, 0.055, -0.891, 0.401, -0.506, -1.241, -0.300, 0.059, -0.897, 0.878, 0.450, 0.453, 0.412, 0.974, -1.228, 0.525, 0.411, -0.953, 0.479, 0.419, -0.825, 0.472, 0.399, -0.779, -1.031, -0.951, 0.068, 0.425, 0.235, -0.024, 0.049, 0.411, -0.668, -1.478, -1.335, 0.404, 0.482, -0.572, 0.482, 0.457, -0.242, 0.459, 0.334, -0.835, 0.869, 0.082, -1.119, 0.515, 0.427, -0.943, 0.189, 0.144, 0.080, 0.401, -0.872, 0.409, 0.711, 0.811, -0.243, 0.450, -1.381, -0.451, -0.919, 0.675, 0.451, -0.268, -1.461, 0.413, 0.525, 0.494, 0.866, 0.469, 0.167, 0.397, 0.289, -0.177, 0.412, 0.226, -0.657, 0.231, 0.225, -0.728, -0.527, 0.000, -0.241, -1.417, -0.974, 0.303, 0.356, 0.492, -0.251, 0.400, 0.406, 0.219, 5.068, -1.067, -0.954, -0.777


One molecule with the formula C3H4O2 in a non-equilibrium geometry. Source: the Open Molecules 2025 dataset; level of theory: wB97M-V/def2-TZVPD.

Element x y z (Å)
H  1.23  -0.25  0.79
C  -1.56  -0.03  0.78
H  1.35  1.30  -0.14
C  -0.96  -0.04  -0.40
H  2.16  -0.18  -0.73
O  -2.23  -0.36  -0.63
C  1.23  0.27  -0.20
H  -1.38  -0.77  1.55
O  0.17  0.06  -1.03

largest force on an atom: 4.1 eV Å⁻¹
spin multiplicity: 3
ΔE to the lowest compared entry with this formula, charge and spin: 3.515 eV
⟨S²⟩: 2.00
gap between HOMO and LUMO (alpha / beta): 6.10 / 10.34 eV
E: -266.90050 Ha

For reference, the natural (NBO) charges in units of e are: 0.183, 0.093, 0.183, 0.319, 0.194, -0.384, -0.250, 0.121, -0.460


C9H8N10O2STa as an isolated structure. Source: the Open Molecules 2025 dataset; level of theory: wB97M-V/def2-TZVPD.

Element x y z (Å)
S  2.86  -0.37  -0.22
N  1.49  -2.93  1.36
N  -1.49  -0.71  -0.14
H  2.46  3.60  2.74
H  0.58  1.18  -4.78
O  -0.06  -0.56  -3.83
C  1.99  2.82  2.15
C  0.22  -0.37  -2.60
C  -2.36  -1.41  0.64
H  -0.70  0.23  -5.59
H  3.86  1.94  1.52
N  -0.21  -3.57  2.57
C  2.78  1.90  1.48
O  0.31  0.73  -2.00
H  -1.10  1.22  -4.15
N  -3.51  -0.11  -0.55
C  2.14  0.93  0.74
H  -0.03  3.46  2.60
C  0.60  2.75  2.08
N  0.33  -2.30  0.85
C  -0.66  -2.75  1.66
N  -3.60  -1.07  0.41
N  0.80  0.87  0.69
N  -2.33  0.13  -0.90
Ta  0.51  -0.82  -0.55
N  1.13  -3.65  2.33
C  0.02  1.76  1.33
C  -0.34  0.63  -4.65
H  -1.05  1.64  1.21
H  -2.66  -2.81  2.11
N  -1.96  -2.36  1.53

largest force on an atom: 0.8 eV Å⁻¹
spin multiplicity: 1
gap between HOMO and LUMO: 6.90 eV
total charge: +1
E: -1500.76116 Ha

For reference, the natural (NBO) charges in units of e are: -0.003, -0.057, -0.608, 0.251, 0.213, -0.412, -0.078, 0.470, 0.508, 0.230, 0.262, -0.311, -0.239, -0.584, 0.219, 0.021, 0.118, 0.258, -0.241, -0.637, 0.506, -0.316, -0.572, -0.088, 2.102, 0.020, 0.092, -0.273, 0.241, 0.462, -0.556